No. 1
DFT (the ωB97M-V functional and the def2-TZVPD basis) results for 15 unconnected molecules or ions with the total composition C43H104O31S11 in a non-equilibrium geometry.

## Properties
Kohn-Sham gap	10.1	eV
largest force on an atom	3.98	eV/Å
HOMO level	-9.95	eV
E_LUMO	0.19	eV

Positions of all 189 atoms, in Å:
O -3.5749 0.0060 4.7317
S -4.1492 -1.3323 4.7591
O -5.4304 -1.3934 5.3396
O -4.3382 -1.8202 3.2721
C -4.9668 -0.9252 2.3858
C -5.8398 -1.7088 1.4953
C -3.0801 -2.5146 5.4021
H -4.2233 -0.4593 1.8104
H -5.5830 -0.2689 3.0003
H -5.2587 -2.1608 0.6786
H -6.5574 -0.9768 1.0399
H -6.3620 -2.5235 2.0694
H -3.5856 -3.4434 5.1594
H -3.0755 -2.3000 6.4728
H -2.0027 -2.5461 5.0961
O 1.9468 4.0363 -4.7948
S 1.4974 2.7069 -5.1529
O 0.8282 1.9084 -4.1620
O 0.7001 2.7253 -6.5105
C -0.3422 3.7802 -6.4400
C -1.0989 3.6811 -7.7827
C 2.9936 1.9930 -5.7679
H 0.2769 4.6902 -6.3480
H -0.9828 3.6364 -5.5223
H -1.4269 2.6896 -7.8430
H -0.4051 3.6477 -8.6011
H -1.9471 4.3528 -8.0133
H 3.5291 1.4582 -5.0134
H 3.6350 2.8469 -5.9228
H 2.7413 1.5560 -6.6833
O -1.2190 7.4823 2.0097
S -1.9745 6.4878 1.2693
O -1.9272 6.4901 -0.1655
O -1.6239 5.1234 1.8982
C -2.1333 3.9375 1.2200
C -2.8131 2.9144 2.0873
C -3.6343 6.7858 1.7710
H -1.3280 3.4932 0.7355
H -2.8275 4.2979 0.4694
H -3.7157 3.2438 2.5844
H -2.1386 2.6171 2.8814
H -3.1545 2.0215 1.5371
H -4.1740 5.8948 1.5843
H -3.9548 7.5885 1.0996
H -3.8179 7.0621 2.7957
O 0.1715 -1.1925 5.0535
S 1.2546 -1.1772 5.9917
O 1.2678 -0.2007 7.0515
O 1.1698 -2.5831 6.5959
C 1.9174 -3.1480 7.7073
C 2.4773 -4.4167 7.1412
C 2.8433 -1.3486 5.3055
H 1.2670 -3.2390 8.5478
H 2.6429 -2.3909 8.0018
H 3.0274 -4.1789 6.1662
H 1.6268 -5.1021 6.9638
H 3.2246 -4.8666 7.8269
H 3.2154 -0.5326 4.7129
H 2.9632 -2.2850 4.7216
H 3.5652 -1.4191 6.1500
O -2.1571 -2.3489 -0.8702
S -1.5665 -1.1733 -0.3408
O -2.3813 0.0146 -0.2115
O -0.9381 -1.4879 1.0176
C -0.2511 -0.3504 1.7716
C 1.2445 -0.5975 1.8283
C -0.1263 -0.7514 -1.2982
H -0.6064 -0.3191 2.8236
H -0.5436 0.5554 1.2795
H 1.8171 -0.2469 1.0316
H 1.3662 -1.6829 1.8863
H 1.5978 -0.1042 2.7364
H 0.1102 0.2537 -1.0159
H -0.4073 -0.7510 -2.3799
H 0.7771 -1.4068 -1.1526
C -2.5129 -6.0835 -0.9368
O -1.4571 -5.1416 -0.7130
H -2.5502 -6.3310 -1.9858
H -2.2448 -7.0100 -0.4817
H -3.5311 -5.7781 -0.5903
H -1.8314 -4.2555 -0.6001
C -1.8933 2.8963 -2.4068
O -2.6549 2.9267 -3.5792
H -2.4196 2.6921 -1.4529
H -1.0480 2.2227 -2.4756
H -1.3957 3.9100 -2.3680
H -2.3257 2.1637 -4.1051
C -1.3609 -0.1338 -6.0074
O -2.4032 0.8508 -5.7962
H -0.7832 0.2351 -6.8790
H -0.6295 -0.2195 -5.1582
H -1.7665 -1.1039 -6.0826
H -3.1351 0.3163 -5.4786
C 4.0837 -1.2610 -2.8438
O 3.0334 -1.2066 -1.9056
H 3.7817 -1.5309 -3.8576
H 4.6213 -0.3593 -2.8287
H 4.8270 -2.0575 -2.6907
H 3.0212 -0.2851 -1.6151
C 2.6286 -5.7933 0.1069
C 2.0460 -4.6419 -0.8562
C 1.1831 -3.6304 -0.0526
S 1.1842 -4.2372 1.6516
O -0.0864 -4.0615 2.3204
O 2.4584 -3.7582 2.2512
C 1.5767 -5.8417 1.2163
H 3.5635 -5.4988 0.6122
H 2.7551 -6.7102 -0.4715
H 1.3196 -5.1608 -1.5077
H 2.8047 -4.0794 -1.4334
H 0.1744 -3.4101 -0.3313
H 1.8209 -2.7078 0.0314
H 0.5871 -6.3226 0.9214
H 1.9083 -6.3174 2.1363
C -1.0383 3.6785 5.9712
C -0.1385 4.7740 5.2941
C 1.2038 4.1536 4.8780
S 0.7369 2.5125 4.3933
O 1.8446 1.6693 4.7799
O 0.2431 2.5348 3.0628
C -0.6335 2.2754 5.4493
H -2.1162 3.8943 5.7740
H -0.9131 3.6444 7.1071
H -0.0603 5.7207 5.8535
H -0.6882 5.0392 4.3976
H 1.9059 4.1084 5.7444
H 1.8036 4.7941 4.2026
H -0.3305 1.5130 6.1813
H -1.3763 1.7732 4.8137
C 5.9796 -2.0741 0.2932
C 7.1943 -1.0962 0.6188
C 7.0879 -0.7814 2.1867
S 5.3716 -0.8546 2.6367
O 4.8194 0.4875 2.8709
O 5.2219 -1.7870 3.7513
C 4.7938 -1.5294 1.0815
H 6.1605 -3.1490 0.4912
H 5.8072 -2.0116 -0.7633
H 7.1700 -0.1716 0.0417
H 8.0607 -1.6733 0.4641
H 7.4962 0.1578 2.5468
H 7.5994 -1.6214 2.6336
H 4.3850 -0.6321 0.6102
H 3.9864 -2.2290 1.3127
C -0.9549 -3.6342 -5.3459
C -0.5292 -3.1564 -3.9468
C 0.8207 -2.4891 -4.0130
S 1.5139 -2.8513 -5.7008
O 2.8408 -3.3806 -5.4897
O 1.2818 -1.7312 -6.5895
C 0.3169 -4.2802 -5.9829
H -1.3614 -2.8459 -5.9750
H -1.7975 -4.3713 -5.3625
H -0.4064 -4.0087 -3.3619
H -1.3536 -2.5496 -3.5066
H 1.5644 -2.7821 -3.2302
H 0.8579 -1.3218 -4.0695
H 0.7019 -5.1295 -5.3744
H 0.2202 -4.5073 -7.0548
C -6.0190 1.9229 -3.8750
C -5.3535 1.6541 -2.4242
C -4.5091 0.3823 -2.5887
S -5.3221 -0.6407 -3.7320
O -5.9130 -1.7363 -3.0282
O -4.4753 -1.0560 -4.8383
C -6.5934 0.4875 -4.2118
H -5.2304 2.1668 -4.5843
H -6.7707 2.6785 -3.8915
H -6.1939 1.4846 -1.7521
H -4.7830 2.5374 -2.1365
H -4.1694 -0.1994 -1.7252
H -3.6052 0.7467 -3.0621
H -7.4213 0.1852 -3.5803
H -6.7872 0.3574 -5.2543
C 3.4716 4.1230 1.2753
C 2.5940 4.8896 0.3110
C 2.3785 3.9935 -0.8431
S 2.1688 2.3126 -0.1331
O 2.8344 1.3161 -0.9412
O 0.7825 2.0334 0.2036
C 2.9119 2.6764 1.4071
H 3.6208 4.6097 2.2870
H 4.4574 4.0543 0.8436
H 2.9193 5.8780 0.0711
H 1.6998 5.0928 0.9257
H 3.2611 3.8042 -1.4660
H 1.5405 4.1079 -1.5315
H 3.7095 1.9279 1.7291
H 2.1036 2.5392 2.1385

Forces on the atoms, in the same order (eV/Å):
0.293 -1.170 0.089
0.871 3.460 -1.759
-1.477 -0.790 1.460
1.679 -1.579 0.742
-1.235 0.062 0.933
-1.330 -0.692 -0.990
1.153 -0.752 0.343
1.024 1.220 -0.483
0.204 0.506 -0.284
-0.251 -0.026 0.211
0.326 -0.923 0.253
0.245 0.945 -0.662
0.145 -0.356 0.331
-0.239 -0.251 0.001
-1.136 0.512 -0.345
-1.179 -0.111 0.246
2.109 0.269 0.652
-0.077 0.133 -0.384
-0.828 0.321 0.594
-0.300 0.842 -0.476
0.453 0.274 0.613
-0.001 1.133 0.824
-0.812 -0.111 0.025
0.578 0.045 -1.063
-1.233 -1.589 0.233
0.653 0.834 -0.415
0.692 -0.125 0.618
-0.228 -1.101 0.312
-0.055 0.386 -0.451
0.122 -1.370 -1.140
0.028 -1.160 -0.792
0.366 3.360 1.204
0.046 -0.598 0.447
0.205 -1.148 0.579
-1.773 0.166 -0.290
-0.180 -0.129 0.909
-0.257 0.372 -0.840
1.595 -0.668 -0.851
-0.078 -0.057 -0.342
-0.284 0.598 0.074
0.132 -0.343 -0.007
0.652 0.365 -0.182
-0.884 -0.846 -0.457
-0.164 -0.204 0.168
0.671 0.123 0.370
0.317 0.551 -0.346
-0.067 0.792 0.502
0.027 -0.180 -0.420
-1.237 -1.969 1.017
0.653 1.428 -1.058
1.002 -0.341 -0.527
1.628 -0.591 -0.174
-0.699 -0.395 0.418
0.417 -0.191 0.008
-0.894 -0.457 1.300
0.700 0.142 -0.090
-0.573 0.078 -0.301
-0.414 0.563 -0.230
-0.568 0.627 0.266
-0.640 0.039 -0.328
-0.595 -1.229 -0.107
1.066 2.330 -0.371
-0.002 -0.487 -0.296
0.538 0.019 1.679
-0.009 -0.345 0.383
-1.324 -0.880 1.302
0.118 -0.618 -1.138
-0.338 -0.574 -0.913
-0.040 0.428 -0.150
0.666 0.654 -1.641
0.325 0.400 0.498
0.169 -0.261 0.044
0.280 0.620 0.174
0.094 0.009 0.914
-1.292 0.571 -0.049
-0.226 0.645 -0.149
-0.480 -0.196 0.189
-0.307 0.189 -0.641
0.167 -0.610 0.798
0.949 0.015 -0.159
-0.048 -0.092 -0.109
1.611 1.915 0.821
-0.204 -1.434 -0.808
-0.176 0.070 -0.657
0.043 -0.479 -0.012
-0.546 -0.790 0.604
-0.587 0.666 -0.169
1.336 2.008 0.482
0.770 -0.569 0.400
-0.331 -0.765 0.381
-0.672 0.559 -0.480
-0.625 -0.857 -0.761
-0.666 -0.051 0.120
0.187 -1.654 -0.651
0.267 -0.455 -0.085
-0.597 0.502 -0.121
0.762 1.389 -0.268
-0.230 -0.044 0.787
-0.457 0.021 0.284
-0.614 1.905 -0.040
-0.701 -0.684 0.164
2.452 0.895 1.088
1.297 1.757 0.039
0.916 -0.258 -0.126
-1.641 -0.098 -0.226
-1.489 -3.045 -0.230
-0.182 -0.100 -0.577
-0.083 0.049 0.350
0.589 0.217 -0.130
-0.353 -0.600 0.219
-0.311 -0.207 -0.497
-1.007 -0.558 -0.112
1.215 0.468 0.071
0.102 -0.189 0.020
-0.050 -0.011 1.655
-0.716 -0.092 -0.187
0.374 1.517 1.584
1.991 0.188 1.730
-0.151 -0.406 -0.695
-0.438 -0.083 -1.864
-0.631 -0.378 0.141
0.892 -0.228 0.139
-0.108 0.289 -1.497
0.138 -0.620 0.080
0.105 0.181 -0.419
-0.732 -0.571 -0.308
-0.767 -0.777 -0.492
-0.053 0.579 0.124
-0.018 0.300 0.195
0.519 0.789 0.689
-1.981 -0.172 1.840
0.575 -0.412 -1.753
-0.374 0.045 1.557
0.601 -1.122 -0.674
0.232 0.350 -1.063
-0.586 0.221 -0.067
0.239 0.707 0.326
-0.378 0.047 -0.512
-0.054 -0.266 -0.163
1.392 -0.146 -0.368
0.088 0.066 -0.198
-0.108 -0.069 0.673
-0.125 -0.168 -0.248
0.065 0.005 -0.044
-0.172 -1.435 -0.678
-1.416 1.277 -0.882
1.362 2.733 -0.940
-0.727 -1.593 1.553
0.342 0.221 -0.550
-0.021 -0.600 0.215
-0.118 1.594 0.165
0.484 0.132 -0.036
0.759 0.389 0.565
-0.058 -1.540 1.281
0.752 -0.273 -0.129
-0.666 0.072 -0.846
-0.407 -1.969 0.410
-0.182 0.610 -0.541
0.186 0.048 0.456
0.993 -2.620 1.346
-1.280 0.335 -1.324
1.166 1.408 0.202
0.043 -1.507 -0.370
-0.696 -0.529 0.624
0.305 0.987 -0.199
0.679 1.547 0.141
0.028 0.102 -0.058
-0.512 0.486 0.178
0.096 0.102 0.298
0.107 -0.340 0.179
-0.570 0.223 -0.007
0.368 -0.177 -0.264
-0.311 0.249 -0.064
-0.325 -0.234 -0.625
0.810 -0.295 1.237
-1.285 0.339 1.957
-0.272 -2.117 -1.327
-1.499 0.658 0.617
0.674 0.106 -0.229
0.109 0.372 -0.870
1.861 -0.493 1.459
-0.440 -0.515 -1.146
0.605 -0.126 -0.090
0.714 0.488 -0.434
-0.404 -0.248 -0.785
0.104 0.548 0.111
-0.095 0.393 0.210
-0.927 0.907 -0.753
0.215 0.425 -0.437

Results of the Löwdin charge analysis, in e, for atoms 1 through 6: O -0.299; S 0.546; O -0.257; O -0.251; C -0.304; C -0.061

No. 2
DFT (the ωB97M-V functional and the def2-TZVPD basis) results for a molecular structure, C49H67BN11O2P2Rb.

## Properties
Kohn-Sham gap	4.5	eV
largest force on an atom	0.73	eV/Å
relative energy (zero: lowest compared OMol25 entry of this formula, charge and spin)	0.843	eV
HOMO level	-1.15	eV
E_LUMO	3.33	eV
total charge	-2

Positions of all 133 atoms, in Å:
Rb 0.4411 0.6159 0.4098
C 0.2177 -2.8157 4.1253
C -0.1722 -2.2190 2.9170
N -0.3357 -0.9029 3.0544
N -0.0299 -0.6292 4.3322
C 0.2977 -1.7485 4.9970
B 0.1237 0.8382 4.8514
N 1.5184 1.3547 4.4730
C 2.4330 1.9517 5.2654
C 3.5243 2.2749 4.4872
C 3.1693 1.8218 3.1994
N 1.9661 1.2762 3.2047
N -1.0044 1.7238 4.2832
C -2.1670 2.0490 4.8798
C -2.9184 2.7828 3.9847
C -2.0993 2.8528 2.8403
N -0.9552 2.2141 3.0294
H 0.4669 -3.8453 4.3193
H -0.2168 -2.6607 1.9285
H 0.5995 -1.6956 6.0304
H 0.0322 0.8072 6.0629
H 2.2350 2.0911 6.3163
H 4.4374 2.7544 4.7989
H 3.7211 1.8470 2.2699
H -2.3624 1.7404 5.8944
H -3.8954 3.2110 4.1378
H -2.2912 3.3126 1.8833
N -1.7229 -1.8458 -0.8813
C -1.0996 -2.9060 -1.6630
C -2.0920 -3.4095 -2.7134
C -3.5603 -3.3665 -2.2740
C -3.9934 -4.1508 -1.0296
N -3.4835 -3.7042 0.2752
C -3.7103 -2.4931 0.7784
N -4.6496 -1.7033 0.2543
N -3.1200 -2.0994 1.9085
C 0.2666 -2.4663 -2.2728
O 0.6840 -3.1829 -3.2074
O 0.7754 -1.4608 -1.7361
H -1.9349 -1.0487 -1.4827
H -1.0178 -1.4488 -0.2777
H -0.8678 -3.7380 -0.9755
H -1.7845 -4.3994 -3.0537
H -2.0099 -2.7728 -3.6000
H -4.1955 -3.7362 -3.0870
H -3.8275 -2.3105 -2.1752
H -3.6763 -5.1913 -1.1066
H -5.0838 -4.1608 -0.9583
H -2.5493 -4.0312 0.4783
H -4.7866 -1.7365 -0.7422
H -4.7382 -0.7791 0.6462
H -2.4021 -2.6719 2.3280
H -2.9071 -1.1132 2.0118
C 6.1016 -3.4268 5.0090
C 5.8798 -4.1904 3.8699
C 5.1445 -3.6708 2.8117
C 4.6123 -2.3836 2.8626
C 4.8350 -1.6341 4.0207
C 5.5765 -2.1430 5.0785
P 3.5935 -1.5178 1.5531
C 3.0326 -3.0179 0.6418
C 3.1747 -3.1886 -0.7293
C 2.6641 -4.3170 -1.3622
C 2.0098 -5.2957 -0.6308
C 1.8440 -5.1294 0.7417
C 2.3387 -3.9948 1.3635
C 4.9777 -0.9414 0.4707
C 6.2413 -1.4739 0.4579
C 7.2217 -0.9526 -0.4177
C 6.9250 0.0879 -1.2520
C 5.6326 0.6712 -1.2526
C 5.2940 1.7657 -2.0845
C 4.0266 2.2829 -2.0285
C 3.0576 1.7277 -1.1595
C 3.2943 0.6546 -0.3153
C 4.6293 0.1485 -0.3900
H 6.6725 -3.8310 5.8373
H 6.2840 -5.1944 3.8000
H 4.9816 -4.2803 1.9297
H 4.4067 -0.6385 4.0966
H 5.7304 -1.5347 5.9626
H 3.6437 -2.4120 -1.3202
H 2.7320 -4.3919 -2.4379
H 1.6100 -6.1699 -1.1320
H 1.3298 -5.8838 1.3290
H 2.2071 -3.8672 2.4323
H 6.5045 -2.2928 1.1160
H 8.2163 -1.3872 -0.4252
H 7.6828 0.4808 -1.9250
H 6.0435 2.1840 -2.7504
H 3.7720 3.1317 -2.6595
H 2.0693 2.2034 -1.1607
C -4.8967 2.2405 -3.7692
C -3.7935 1.5736 -2.9437
C -4.4272 0.8118 -1.7774
C -3.1192 0.5060 -3.8162
P -2.3851 2.6730 -2.1807
N -1.6032 1.9407 -1.0920
C -1.2882 3.2000 -3.6555
C -0.4214 4.3781 -3.1859
C -0.3143 2.0424 -3.9316
C -1.9755 3.6072 -4.9630
C -3.2542 4.2645 -1.5469
C -4.4150 3.8262 -0.6430
C -3.7984 5.2629 -2.5730
C -2.2477 4.9782 -0.6303
H -5.5615 1.4719 -4.1891
H -4.5031 2.8161 -4.6077
H -5.5192 2.9055 -3.1696
H -4.9456 -0.0708 -2.1827
H -5.1623 1.4031 -1.2303
H -3.6298 0.5174 -1.0854
H -3.8392 -0.2983 -4.0192
H -2.2480 0.0795 -3.3152
H -2.7926 0.8939 -4.7798
H 0.0232 4.1752 -2.2108
H -0.9776 5.3144 -3.1317
H 0.3915 4.5194 -3.9059
H 0.0103 1.5798 -2.9984
H 0.5659 2.4318 -4.4537
H -0.7487 1.2691 -4.5628
H -2.6951 4.4175 -4.8365
H -2.4886 2.7715 -5.4399
H -1.2148 3.9573 -5.6728
H -5.2783 3.4729 -1.2087
H -4.7445 4.6871 -0.0502
H -4.0967 3.0403 0.0443
H -4.4969 4.8131 -3.2798
H -3.0019 5.7389 -3.1450
H -4.3377 6.0639 -2.0491
H -1.6606 4.2418 -0.0782
H -2.7900 5.6144 0.0787
H -1.5607 5.6157 -1.1836

Forces on the atoms, in the same order (eV/Å):
0.077 0.177 0.241
0.066 0.024 0.023
0.178 0.111 -0.092
0.023 -0.356 -0.036
-0.254 0.240 -0.152
0.103 -0.005 0.067
0.018 -0.092 0.142
-0.115 0.058 -0.187
-0.017 -0.024 0.039
-0.004 -0.015 0.001
-0.004 -0.017 -0.019
-0.035 -0.043 0.064
0.229 -0.031 -0.143
-0.010 -0.024 0.047
0.001 -0.023 -0.003
-0.012 -0.060 -0.025
-0.140 -0.033 0.014
-0.023 -0.011 -0.003
-0.113 -0.053 0.034
-0.023 -0.026 0.001
-0.021 0.021 -0.030
0.022 0.014 0.002
0.000 0.002 0.002
0.021 0.014 0.013
-0.019 0.007 -0.001
0.001 0.003 0.002
-0.023 0.017 -0.012
-0.535 0.440 0.243
-0.192 -0.005 0.146
0.062 0.028 -0.077
-0.032 0.085 -0.102
0.036 0.060 0.152
0.196 -0.340 -0.001
0.209 0.291 -0.084
-0.348 0.076 -0.029
0.015 0.074 0.146
0.072 0.057 -0.103
-0.082 0.051 -0.032
-0.057 -0.283 -0.132
0.135 0.004 -0.066
0.329 -0.125 -0.026
0.051 0.035 -0.003
-0.075 -0.057 0.079
0.023 0.015 0.019
0.061 -0.078 -0.019
-0.013 -0.055 0.011
-0.010 -0.003 -0.099
-0.020 0.021 -0.025
-0.022 -0.017 0.007
0.031 0.010 0.014
0.049 0.018 -0.001
0.062 -0.065 -0.047
-0.046 -0.015 0.034
-0.009 0.011 -0.011
-0.006 0.029 0.006
0.024 -0.079 -0.042
-0.063 0.162 0.024
-0.010 -0.007 0.021
-0.001 0.002 0.000
0.178 -0.162 0.030
-0.051 0.023 0.096
-0.049 0.082 -0.064
0.052 0.019 0.008
-0.008 0.013 0.003
-0.004 -0.007 -0.050
0.037 -0.027 0.041
-0.045 0.066 -0.011
0.036 0.028 -0.015
0.005 -0.044 0.016
-0.020 0.021 0.001
0.038 0.025 -0.066
0.013 -0.008 0.003
0.006 -0.013 0.008
-0.015 0.022 0.047
0.129 0.087 -0.122
-0.010 -0.094 0.229
0.004 -0.003 -0.002
0.000 -0.005 0.011
-0.007 0.017 0.003
-0.005 -0.011 -0.028
0.012 -0.016 0.008
0.017 -0.015 0.007
0.002 -0.023 0.012
-0.013 -0.002 0.004
-0.012 -0.012 -0.005
-0.007 0.000 0.000
0.016 0.002 -0.012
-0.005 -0.009 0.011
-0.014 0.018 -0.008
0.007 -0.013 0.000
-0.036 -0.004 0.005
0.132 0.037 -0.159
-0.059 -0.004 -0.036
-0.032 0.144 -0.182
-0.010 -0.023 0.051
-0.027 -0.013 -0.007
0.347 -0.407 0.311
-0.377 -0.061 -0.026
-0.062 0.094 -0.101
0.015 0.003 -0.021
0.004 0.013 -0.010
0.042 0.019 -0.076
-0.097 0.074 -0.102
-0.011 0.027 0.015
-0.023 0.079 0.013
-0.014 0.010 0.018
0.016 -0.014 0.017
0.009 -0.013 0.020
0.013 -0.011 0.003
-0.021 -0.014 0.044
0.020 -0.011 -0.005
0.001 -0.004 -0.043
0.018 -0.009 -0.010
0.001 -0.007 0.012
-0.012 0.001 0.023
-0.005 -0.040 0.000
0.003 -0.011 -0.007
0.003 0.029 -0.002
0.010 0.012 0.003
0.005 -0.020 -0.014
0.014 -0.007 0.020
0.013 -0.010 0.023
0.009 0.015 0.011
0.006 -0.009 0.009
0.017 0.008 -0.002
-0.029 -0.004 0.004
0.047 0.003 0.001
0.013 -0.012 0.024
0.000 -0.016 0.009
0.011 0.000 0.011
-0.015 -0.029 -0.006
0.014 0.022 0.007
0.003 -0.010 0.009

Results of the Löwdin charge analysis, in e, for atoms 1 through 6: Rb 0.607; C -0.085; C -0.230; N 0.041; N -0.036; C -0.099